Record 1
The following is a DFT calculation (the ωB97M-V functional and the def2-TZVPD basis) of a cluster of 15 separate species, C30H80BO35 in total.

```
! wB97M-V def2-TZVPD RIJCOSX def2/J DEFGRID3
* xyz -1 1
O -35.31837 -7.15077 7.26747
C -34.91791 -8.25336 7.59611
O -33.97814 -8.91358 6.99916
B -33.57813 -10.14835 7.76707
O -34.64800 -10.27013 8.71237
C -35.38873 -9.18512 8.76669
O -36.29136 -8.93063 9.55313
O -32.23913 -10.11034 8.35815
C -31.46094 -11.02065 7.85079
O -30.26985 -11.09615 8.00255
C -32.28368 -11.78429 6.74310
O -33.52562 -11.32714 6.79973
O -31.79978 -12.65404 5.98933
O -26.49009 -12.68988 10.81103
H -26.08357 -11.89164 10.47371
H -27.42940 -12.54992 10.69123
C -31.91653 -12.44010 1.04870
C -33.39834 -12.57828 1.59076
O -34.47139 -12.51228 0.69968
O -31.74672 -11.24428 0.30143
H -31.63528 -13.31957 0.46945
H -31.23812 -12.43107 1.90180
H -33.53412 -11.91898 2.44808
H -33.45747 -13.57209 2.03453
H -34.43505 -13.37138 0.27282
H -31.73975 -10.53995 0.95371
C -35.03099 -10.62126 13.94490
C -36.40784 -11.21886 14.13834
O -36.26277 -12.60457 13.93975
O -34.12302 -11.03741 14.99241
H -35.07540 -9.53474 14.01987
H -34.59991 -10.89996 12.98334
H -37.15106 -10.74956 13.49378
H -36.86222 -11.08972 15.12067
H -36.08464 -12.88712 14.83977
H -34.05508 -11.97213 14.78435
C -41.73972 -11.03977 9.81636
C -42.28101 -10.53228 11.11358
O -42.38867 -9.15196 11.22430
O -42.72436 -11.11705 8.75386
H -41.33396 -12.05029 9.86430
H -40.92257 -10.37692 9.53175
H -41.61362 -10.92829 11.87899
H -43.21833 -11.08068 11.20732
H -41.48790 -9.03750 11.53597
H -42.73797 -10.26280 8.31606
C -39.76920 -6.62348 14.84457
C -39.09222 -5.76911 13.79624
O -40.04757 -5.24598 12.90448
O -39.99373 -8.02965 14.58950
H -40.67955 -6.23476 15.30094
H -39.05586 -6.67386 15.66719
H -38.30826 -6.26094 13.22037
H -38.63067 -4.86917 14.20266
H -39.99200 -5.78032 12.10887
H -40.19994 -8.47956 15.41209
C -30.70849 -17.96769 3.69276
C -30.40533 -16.99672 2.50985
O -29.26031 -17.38089 1.83326
O -29.75262 -17.90968 4.82809
H -30.93355 -18.96448 3.31349
H -31.60457 -17.52053 4.12313
H -30.35979 -15.94887 2.80656
H -31.33308 -16.97382 1.93813
H -29.44587 -17.90705 1.05203
H -28.84530 -18.08017 4.56485
C -36.72765 -3.03285 1.52624
C -37.26163 -4.11412 2.48894
O -37.05551 -5.32067 1.78780
O -35.33717 -2.96891 1.29016
H -37.01741 -2.03583 1.85805
H -37.25418 -2.96129 0.57453
H -38.26051 -3.98729 2.90634
H -36.62458 -4.27719 3.35823
H -37.51286 -5.21070 0.95093
H -35.14075 -3.78202 0.81914
C -30.57926 -8.38250 12.68609
C -30.67481 -6.86761 12.92196
O -31.05074 -6.15397 11.73535
O -29.30008 -8.74051 12.22057
H -31.28043 -8.64873 11.89514
H -30.79638 -8.84117 13.65076
H -29.75038 -6.49851 13.36611
H -31.40621 -6.67631 13.70719
H -30.27532 -6.26052 11.17950
H -29.22874 -9.68558 12.37337
C -34.22117 -15.67909 9.09534
C -33.92068 -15.34462 10.55746
O -33.29225 -14.06746 10.85151
O -35.48802 -15.12895 8.77717
H -34.14738 -16.75423 8.93177
H -33.41540 -15.30991 8.46088
H -33.19661 -15.98506 11.06107
H -34.76758 -15.50524 11.22459
H -33.81596 -13.30265 10.60172
H -35.65000 -15.42072 7.87704
C -30.82390 -6.15468 2.31188
C -31.92594 -6.75102 3.23823
O -32.43921 -7.78253 2.44381
O -31.34528 -5.50174 1.13500
H -30.04506 -6.88003 2.07655
H -30.31752 -5.30176 2.76379
H -32.76570 -6.09695 3.47296
H -31.45729 -7.15809 4.13421
H -33.27941 -7.44544 2.12437
H -31.88583 -6.13541 0.65764
C -38.08468 -2.08561 8.48658
C -36.76087 -1.32886 8.76409
O -36.68274 -0.76703 10.07809
O -39.16581 -1.19768 8.24475
H -38.35929 -2.71495 9.33312
H -37.95717 -2.79917 7.67253
H -36.63510 -0.51731 8.04739
H -35.93347 -2.03499 8.69434
H -37.32936 -0.06189 9.99889
H -39.56770 -0.87814 9.05588
C -37.75004 -11.33465 4.60444
C -37.67534 -10.25508 3.51816
O -38.02958 -9.03238 4.13504
O -39.08442 -11.78375 4.74654
H -37.37689 -10.99297 5.56989
H -37.09548 -12.15840 4.31970
H -38.33324 -10.45554 2.67255
H -36.66891 -10.25083 3.09960
H -37.78748 -8.29543 3.56945
H -39.59074 -11.07928 5.15759
C -41.49109 -7.14702 6.69877
C -40.54484 -6.14353 7.36103
O -40.29995 -6.42998 8.73434
O -40.76138 -8.31708 6.38372
H -41.85907 -6.64191 5.80572
H -42.34253 -7.37372 7.34045
H -41.09854 -5.20464 7.36206
H -39.58116 -6.09980 6.85357
H -39.51628 -6.97367 8.62543
H -39.91407 -8.07110 6.00539
C -26.99759 -8.60586 4.39155
C -26.42659 -7.23849 4.82914
O -26.19459 -7.15522 6.22621
O -28.31539 -8.66851 4.76389
H -26.40103 -9.42278 4.79758
H -26.87249 -8.72444 3.31527
H -27.06426 -6.45830 4.41349
H -25.44087 -7.19970 4.36550
H -25.76531 -6.30521 6.34787
H -28.23469 -9.03176 5.64885
*
```

Summary:
Largest force on an atom (eV/A): 3.81
Kohn-Sham gap (eV): 9.187

Record 2
The following is a DFT calculation (the ωB97M-V functional and the def2-TZVPD basis) of a cluster of 10 separate species, C30H80O10 in total.

```
! wB97M-V def2-TZVPD RIJCOSX def2/J DEFGRID3
* xyz 0 1
C 0.51707 3.92558 3.08739
C 0.46707 2.49558 3.57139
C 1.78207 2.18658 4.20639
O -0.37593 2.27858 4.50639
H 0.14907 3.82158 2.08739
H 1.45307 4.34558 2.92339
H 0.01307 4.63058 3.77939
H 0.25607 1.85258 2.69639
H 1.92107 2.80558 5.10239
H 2.64107 2.40858 3.61739
H 1.91107 1.20758 4.57339
H -1.25893 2.12758 4.13139
C 5.85907 -1.80742 2.02639
C 4.77907 -0.83942 1.62939
C 4.15307 0.00658 2.77439
O 5.10307 0.05958 0.80139
H 6.77207 -1.13542 1.97839
H 6.01907 -2.64942 1.42939
H 5.70307 -2.15942 3.08839
H 3.88007 -1.30542 1.25339
H 4.90907 0.62358 3.25839
H 3.76607 -0.64342 3.55439
H 3.24407 0.61258 2.50639
H 4.34507 0.36658 0.33439
C 3.05207 -1.90542 -3.00861
C 4.00307 -1.02442 -2.22261
C 5.36607 -1.68742 -2.20161
O 4.13607 0.05258 -2.79361
H 3.47607 -2.30142 -3.94261
H 2.12107 -1.42142 -3.35461
H 2.61907 -2.75542 -2.44661
H 3.55107 -0.84242 -1.24061
H 5.85207 -1.79142 -3.15261
H 5.42707 -2.69742 -1.89061
H 6.06407 -1.04842 -1.66661
H 3.34907 0.52158 -2.53861
C 0.03407 -1.34942 -5.25061
C -0.62893 -0.11542 -4.55161
C 0.31707 0.93958 -3.92861
O -1.29793 0.60958 -5.34161
H -0.43493 -1.66142 -6.15461
H 0.06607 -2.24242 -4.54061
H 1.07407 -1.00642 -5.48261
H -1.26893 -0.44542 -3.74161
H 0.76007 0.47258 -3.07561
H -0.02593 1.90258 -3.71261
H 1.10807 1.20458 -4.48261
H -2.18793 0.53958 -5.01661
C -2.52593 1.80058 -1.61261
C -4.00093 2.27758 -1.70661
C -4.17693 3.69058 -1.22561
O -4.46293 2.22158 -2.81961
H -2.45893 0.77158 -2.06061
H -2.07893 1.54058 -0.57561
H -1.86493 2.61358 -2.05161
H -4.64093 1.60058 -1.12961
H -5.19293 4.05658 -1.32861
H -3.55993 4.35758 -1.84561
H -3.90393 3.87458 -0.21361
H -5.34393 1.82358 -2.73961
C -3.94393 -1.01642 0.77939
C -3.42493 -0.72842 2.20039
C -3.37493 -1.89042 3.17239
O -2.33493 -0.08342 2.27739
H -3.21793 -1.77742 0.30739
H -3.91593 -0.07242 0.22139
H -4.88493 -1.54842 0.86139
H -4.24793 -0.09742 2.67739
H -2.65693 -2.63942 2.81239
H -4.36693 -2.38642 3.25839
H -3.01793 -1.62642 4.17639
H -2.58693 0.85058 2.04039
C -4.45593 -1.88742 -5.19161
C -4.48593 -0.80542 -4.17161
C -4.15193 -1.43342 -2.81961
O -3.62193 0.01358 -4.36661
H -3.50393 -2.39442 -5.42361
H -4.74593 -1.48142 -6.12761
H -5.09193 -2.73542 -4.90461
H -5.41593 -0.31342 -4.16261
H -4.46693 -2.45742 -2.70461
H -4.46493 -0.89442 -1.91161
H -3.04693 -1.44942 -2.64161
H -3.88493 0.77458 -3.92561
C 0.60207 -1.60842 4.20139
C -0.47793 -1.12742 5.17839
C -0.87893 -2.33742 6.06139
O -0.07593 -0.19742 5.93439
H 0.21507 -2.33842 3.51739
H 1.52207 -1.97242 4.62339
H 0.87807 -0.66742 3.66239
H -1.30193 -0.81142 4.61139
H -1.20493 -3.16742 5.49139
H -1.76693 -2.05442 6.71239
H -0.10093 -2.56742 6.81639
H -0.17793 0.69658 5.58239
C -0.37893 -1.36242 -1.04761
C -0.17693 -1.47542 0.43039
C 1.15707 -2.16042 0.63539
O -0.12593 -0.35242 0.89339
H -0.97593 -0.45842 -1.11461
H -0.90493 -2.18742 -1.44461
H 0.54507 -1.00842 -1.48961
H -0.98093 -2.03242 0.97139
H 1.34707 -2.05142 1.63039
H 1.93707 -1.73942 0.09339
H 0.98207 -3.24242 0.38739
H -0.90293 -0.29142 1.49339
C 3.14507 2.76858 -1.01261
C 2.29607 2.01958 0.03339
C 0.81807 2.35758 -0.18361
O 2.43007 0.76658 -0.05461
H 3.00407 3.83858 -0.85061
H 2.88207 2.46358 -1.98661
H 4.17207 2.41458 -0.72061
H 2.56807 2.38458 1.02139
H 0.20007 2.11958 0.69339
H 0.35707 1.88858 -1.02161
H 0.70107 3.44858 -0.27861
H 1.65507 0.33358 0.22639
*
```

Summary:
Largest force on an atom (eV/A): 14.53
SMILES string: CC(C)O.CC(C)O.CC(C)O.CC(C)O.CC(C)O.CC(C)O.CC(C)O.CC(C)O.CC(C)O.CC(C)O
Kohn-Sham gap (eV): 8.392

Record 3
The following is a DFT calculation (the ωB97M-V functional and the def2-TZVPD basis) of a structure of composition C30H82As3F18N8O14.

```
! wB97M-V def2-TZVPD RIJCOSX def2/J DEFGRID3
* xyz 3 1
C 13.57720 18.89284 8.90431
C 12.97721 20.24263 9.11537
C 13.80182 21.41724 8.74665
O 13.16260 22.58698 9.20499
C 14.02228 23.72408 9.39406
N 11.63985 20.30253 8.35991
H 11.73492 20.40136 7.33047
H 11.13543 19.43322 8.57356
H 11.07323 21.09054 8.71930
H 12.85424 18.17410 9.28579
H 14.53740 18.63293 9.32343
H 13.61477 18.66948 7.83039
H 12.75488 20.42207 10.16831
H 14.00310 21.55703 7.66595
H 14.75148 21.14400 9.22124
H 13.37240 24.59615 9.49501
H 14.66228 23.97392 8.54483
H 14.64093 23.57123 10.27847
C 14.80866 13.29462 15.57970
C 14.33598 12.46810 14.38508
C 14.94924 11.07967 14.34392
O 14.76609 10.47147 13.08238
C 15.63998 9.31706 12.88339
N 12.77346 12.47699 14.50608
H 12.48150 12.29153 15.49831
H 12.37806 13.44449 14.35109
H 12.37065 11.77221 13.88149
H 14.65394 12.70751 16.49064
H 14.22742 14.20555 15.62174
H 15.87460 13.51506 15.45407
H 14.60198 13.01356 13.47382
H 14.56338 10.42801 15.14539
H 15.97335 11.41233 14.52915
H 15.38435 8.65780 13.71274
H 16.72607 9.50915 12.86157
H 15.22288 8.86366 11.99739
C 9.64998 18.05992 14.27912
C 8.94395 16.95355 13.63827
C 9.71422 16.16419 12.64510
O 9.03628 14.97697 12.18983
C 8.11688 15.22281 11.06588
N 8.46592 15.94358 14.71103
H 7.81269 16.39259 15.36860
H 8.04323 15.07136 14.32822
H 9.30328 15.68638 15.31859
H 10.25859 17.53624 15.02755
H 8.99179 18.76177 14.77818
H 10.40237 18.56448 13.69120
H 8.00959 17.34970 13.22434
H 10.68527 15.87756 13.03673
H 9.89857 16.84618 11.80429
H 8.70106 15.36379 10.14869
H 7.49674 16.12431 11.16518
H 7.53386 14.31292 11.04099
C 13.00239 24.57010 18.73895
C 12.94020 23.61816 17.54401
C 11.64211 22.78435 17.44311
O 11.62928 21.99338 16.27018
C 10.45489 21.22364 16.06682
N 13.14591 24.43347 16.27082
H 13.16944 23.78333 15.44010
H 12.42222 25.14149 16.08846
H 14.04879 24.94103 16.27355
H 13.34386 24.08740 19.64331
H 12.10475 25.17079 18.90827
H 13.84308 25.22444 18.48991
H 13.80743 22.96242 17.54692
H 10.76368 23.43773 17.37268
H 11.62314 22.28760 18.41665
H 9.59119 21.89983 16.11673
H 10.27665 20.42552 16.78434
H 10.57976 20.89512 15.03393
C 15.30358 17.94540 12.77959
C 13.94979 17.79200 13.28033
O 12.93200 17.77440 12.61153
N 13.75830 17.56744 14.79258
H 13.06568 16.75606 14.89801
H 14.65124 17.22325 15.27292
C 13.03115 18.60380 15.50970
H 15.90636 18.41127 13.54906
H 15.33427 18.50665 11.85267
H 15.76690 16.95081 12.63040
H 13.57068 19.51688 15.72046
H 12.74318 18.13017 16.45037
H 12.13069 18.82589 14.94923
C 17.93031 22.72797 19.30568
C 16.68264 22.01852 19.23579
O 15.55560 22.47884 19.17251
N 16.73593 20.47208 19.23983
H 17.66590 20.18657 19.59781
H 15.98820 19.99702 19.83046
C 16.42157 19.83116 17.91202
H 18.29570 22.71954 20.33605
H 17.82747 23.73870 18.93092
H 18.66206 22.19682 18.68890
H 16.20690 18.78195 18.10711
H 17.11375 20.07734 17.11131
H 15.44132 20.27759 17.80682
C 19.22106 19.59093 14.71212
C 19.34409 20.54070 15.67433
O 18.88626 21.56472 16.07098
N 20.48778 20.08730 16.92396
H 19.92878 19.75350 17.71519
H 20.88681 19.23519 16.48802
C 21.59368 21.00324 17.24043
H 19.22871 18.52979 14.99131
H 20.06600 19.85273 14.04721
H 18.30728 19.95579 14.22970
H 22.42697 20.52793 17.73902
H 21.33499 21.86715 17.82900
H 21.99980 21.36438 16.30532
C 12.01231 15.30263 9.95691
C 12.24638 14.30994 10.93886
O 12.31987 14.35867 12.16369
N 12.58618 12.90001 10.40623
H 12.32290 12.12224 11.04140
H 12.14923 12.75760 9.46813
C 14.05281 12.65424 10.17998
H 11.03540 15.10922 9.49135
H 12.77701 15.34532 9.16157
H 11.94437 16.22616 10.51207
H 14.56009 12.99760 11.07396
H 14.33011 13.27237 9.33394
H 14.26522 11.59556 10.08904
As 16.73926 16.46496 8.52821
F 18.36392 16.68802 8.18336
F 17.06840 15.04489 9.45937
F 14.98589 16.34233 8.99082
F 16.31639 17.87353 7.60084
F 16.50858 15.51516 7.12452
F 16.91489 17.40296 9.96822
As 15.63382 21.78413 13.83105
F 14.05540 21.72146 14.56600
F 16.03753 20.38776 14.83454
F 17.18858 21.71151 13.16322
F 15.17901 23.14750 12.89372
F 16.09177 22.85222 15.12376
F 15.04998 20.79230 12.56355
As 13.13999 18.74332 19.87888
F 11.76312 18.69603 18.83640
F 13.57451 20.30894 19.16629
F 14.66556 18.85554 20.78904
F 12.69342 17.27119 20.53386
F 14.13048 17.89786 18.71761
F 12.30522 19.56660 21.09981
O 10.60992 15.68890 17.17036
C 11.49860 14.83319 16.44208
O 11.56617 13.67224 16.77677
O 12.02660 15.43047 15.35918
H 10.19535 15.59903 18.05844
O 18.38775 16.20974 16.31174
C 17.11819 16.25038 15.50127
O 16.15434 16.68976 16.15811
O 17.27235 15.79124 14.35756
H 18.15835 16.31856 17.23663
*
```

Summary:
Largest force on an atom (eV/A): 8.00
Kohn-Sham gap (eV): 7.292